Record 1
The following is a quantum chemistry calculation of 7 unconnected molecules or ions with the total composition H12NO9 at a distorted geometry, from OMol25.

XYZ file:
```
22
H12NO9 | OMol25 | ωB97M-V/def2-TZVPD
N -14.129 -15.351 -14.885
O -12.923 -15.619 -14.735
O -14.818 -15.315 -13.885
O -14.469 -14.591 -15.834
O -15.344 -15.452 -10.822
H -14.895 -16.018 -10.220
H -15.275 -15.765 -11.719
O -10.664 -14.934 -13.564
H -11.442 -15.281 -14.008
H -10.070 -14.694 -14.307
O -13.475 -17.154 -12.238
H -13.882 -16.974 -13.023
H -12.917 -16.405 -11.983
O -12.633 -13.477 -17.276
H -13.286 -14.104 -16.971
H -12.452 -12.978 -16.472
O -14.697 -11.868 -14.991
H -14.096 -11.877 -14.265
H -14.712 -12.786 -15.404
O -16.397 -13.087 -13.028
H -16.155 -13.870 -13.432
H -15.809 -12.529 -13.571
```

Computed properties:
Charge: -1
Energy above the lowest of the compared OMol25 structures with the same formula, charge and spin (eV): 1.3370
Calculated total energy (eV): -20110.996
LUMO level (eV): 3.24
Largest force on an atom (eV/Å): 5.8
HOMO level (eV): -6.84

Record 2
The following is a quantum chemistry calculation of a single C4H12N2O molecule at a distorted geometry, from OMol25.

XYZ file:
```
19
C4H12N2O | OMol25 | ωB97M-V/def2-TZVPD
N -1.188 1.425 0.202
C -0.126 0.503 0.497
C -0.678 -0.872 0.508
C 0.179 -1.865 1.277
O -0.959 -1.394 -0.799
C 1.049 0.625 -0.570
N 0.813 1.822 -1.431
H -0.798 2.213 -0.301
H -1.926 0.938 -0.344
H 0.182 1.026 1.397
H -1.590 -0.709 1.091
H 1.222 -1.931 1.016
H -0.139 -2.887 1.076
H 0.135 -1.598 2.283
H -1.587 -2.112 -0.821
H 2.009 0.715 -0.189
H 1.090 -0.205 -1.417
H 1.241 2.600 -1.016
H 1.071 1.708 -2.459
```

Computed properties:
Charge: 0
Energy above the lowest of the compared OMol25 structures with the same formula, charge and spin (eV): 2.4597
Calculated total energy (eV): -9368.734
LUMO level (eV): 0.89
SMILES: C[C@H](O)[C@H](N)CN
Largest force on an atom (eV/Å): 4.5
HOMO level (eV): -8.60

- Among the records above, which one has the highest HOMO level?
  H12NO9

- Look up the HOMO level of the second one.
  -8.60 eV

- The lowest energy above the lowest of the compared OMol25 structures with the same formula, charge and spin belongs to which entry?
  H12NO9

What did the first record say?
The following is a quantum chemistry calculation of 7 unconnected molecules or ions with the total composition H12NO9 at a distorted geometry, from OMol25.

XYZ file:
```
22
H12NO9 | OMol25 | ωB97M-V/def2-TZVPD
N -14.129 -15.351 -14.885
O -12.923 -15.619 -14.735
O -14.818 -15.315 -13.885
O -14.469 -14.591 -15.834
O -15.344 -15.452 -10.822
H -14.895 -16.018 -10.220
H -15.275 -15.765 -11.719
O -10.664 -14.934 -13.564
H -11.442 -15.281 -14.008
H -10.070 -14.694 -14.307
O -13.475 -17.154 -12.238
H -13.882 -16.974 -13.023
H -12.917 -16.405 -11.983
O -12.633 -13.477 -17.276
H -13.286 -14.104 -16.971
H -12.452 -12.978 -16.472
O -14.697 -11.868 -14.991
H -14.096 -11.877 -14.265
H -14.712 -12.786 -15.404
O -16.397 -13.087 -13.028
H -16.155 -13.870 -13.432
H -15.809 -12.529 -13.571
```

Computed properties:
Charge: -1
Energy above the lowest of the compared OMol25 structures with the same formula, charge and spin (eV): 1.3370
Calculated total energy (eV): -20110.996
LUMO level (eV): 3.24
Largest force on an atom (eV/Å): 5.8
HOMO level (eV): -6.84